# C18H17NO8S

One molecule with the formula C18H17NO8S (ωB97M-V/def2-TZVPD, the Open Molecules 2025 dataset).

The geometry in XYZ format:
```
45
Properties=species:S:1:pos:R:3
C 1.164 4.380 0.221
H 1.932 4.464 0.995
O 0.392 3.212 0.381
C 1.017 1.998 0.347
C 2.369 1.843 0.094
C 2.992 0.589 0.036
C 2.202 -0.539 0.253
C 0.861 -0.393 0.515
C 0.224 0.845 0.568
O -1.101 0.794 0.788
C -1.835 1.928 1.208
H -2.808 1.535 1.502
H -1.955 2.649 0.397
H -1.364 2.414 2.064
S -0.094 -1.884 0.844
O 0.815 -2.985 0.734
O -0.856 -1.745 2.042
N -1.111 -2.056 -0.476
C -2.271 -1.331 -0.736
C -2.540 -0.884 -2.025
C -3.706 -0.184 -2.328
C -4.576 0.060 -1.295
C -4.306 -0.387 0.000
C -3.173 -1.095 0.309
H -2.955 -1.435 1.305
O -5.324 0.001 0.832
C -6.262 0.666 0.015
O -5.774 0.733 -1.307
H -6.427 1.685 0.399
H -7.219 0.117 0.027
H -3.914 0.157 -3.328
H -1.832 -1.089 -2.815
H -0.574 -2.316 -1.289
H 2.603 -1.538 0.242
C 4.410 0.527 -0.242
C 5.153 -0.582 -0.357
C 6.590 -0.550 -0.643
O 7.284 -1.530 -0.766
O 7.099 0.693 -0.765
H 8.049 0.630 -0.950
H 4.746 -1.575 -0.247
H 4.904 1.482 -0.369
H 2.980 2.715 -0.077
H 0.460 5.205 0.321
H 1.630 4.422 -0.768
```

As for the highest occupied orbital energy: -7.94 eV. As for the SMILES: COc1cc(/C=C/C(=O)O)cc(S(=O)(=O)Nc2ccc3c(c2)OCO3)c1OC. The total energy comes out at -1750.926912 a.u.

These are the Mulliken partial charges, in e, on atoms 1 to 5:
1. C -0.99
2. H 0.39
3. O -0.38
4. C 0.84
5. C -0.43